Record 1
This record from the Open Molecules 2025 dataset describes a molecular structure, C30H24ClN4O2RhSSe2. The level of theory is ωB97M-V/def2-TZVPD.

Properties
HOMO-LUMO gap (spin up / spin down) = 3.887 / 5.429 eV
spin multiplicity = 5
energy = -7298.81454 hartree
strongest force on any atom = 0.0137 hartree/bohr

Element x y z (Å)
Rh  -0.371  1.301  0.716
Cl  4.457  1.449  -4.759
C  3.094  1.290  -3.679
C  1.848  0.917  -4.185
C  0.779  0.806  -3.327
C  0.889  1.064  -1.944
O  -0.213  0.971  -1.235
C  2.172  1.403  -1.435
C  2.500  1.561  -0.038
N  1.670  1.439  0.959
C  2.037  1.426  2.292
C  3.361  1.446  2.778
C  3.594  1.374  4.140
C  2.553  1.280  5.057
C  1.216  1.262  4.612
C  0.097  1.152  5.466
C  -1.183  1.155  4.934
C  -1.356  1.260  3.570
N  -0.309  1.348  2.719
C  0.963  1.347  3.212
C  3.249  1.519  -2.340
H  1.733  0.716  -5.243
H  -0.202  0.520  -3.693
H  3.548  1.749  0.182
H  4.198  1.504  2.095
H  4.618  1.384  4.495
H  2.753  1.216  6.119
H  0.256  1.072  6.534
H  -2.056  1.085  5.571
H  -2.343  1.309  3.130
H  4.227  1.788  -1.957
Se  -0.807  3.712  0.513
C  -3.067  -1.078  -5.465
C  -3.054  -0.574  -4.045
C  -2.811  -1.436  -2.979
C  -2.776  -0.966  -1.675
C  -2.998  0.381  -1.438
C  -3.231  1.263  -2.477
C  -3.265  0.777  -3.774
S  -2.870  1.068  0.203
C  -4.228  0.158  0.944
O  -3.369  2.477  0.152
H  -3.030  -2.166  -5.499
H  -2.206  -0.695  -6.018
H  -3.965  -0.749  -5.990
H  -2.635  -2.489  -3.171
H  -2.555  -1.648  -0.860
H  -3.378  2.314  -2.260
H  -3.448  1.463  -4.595
H  -5.089  0.348  0.306
H  -4.378  0.581  1.937
H  -4.004  -0.907  1.004
Se  -1.362  -2.048  1.977
N  0.008  -1.231  1.206
C  0.893  -2.166  0.933
C  2.155  -1.930  0.296
C  2.969  -2.984  0.075
C  2.606  -4.326  0.458
C  1.431  -4.601  1.062
C  0.526  -3.519  1.322
N  -0.648  -3.659  1.901
H  2.431  -0.926  0.008
H  3.925  -2.818  -0.403
H  3.299  -5.132  0.253
H  1.155  -5.606  1.352

Löwdin analysis output, partial charges in e: 0.6325, 0.6306, -0.6806, -0.1056, -0.0036, -0.3336, -0.2777, -0.1493, -0.1054, -0.0586, -0.2276, -0.0410, -0.1019, -0.0579, -0.1624, -0.0285, -0.0836, -0.1746, -0.1169, -0.1614, -0.0788, 0.1029, 0.1067, 0.1137, 0.0906, 0.1008, 0.1028, 0.1094, 0.1021, 0.0828, 0.1101, 0.5421, -0.0449, -0.2728, -0.0291, -0.0716, -0.3950, -0.0544, -0.0308, 0.7781, -0.2122, -0.5852, 0.0751, 0.0832, 0.0820, 0.1157, 0.0848, 0.1148, 0.1203, 0.0740, 0.0565, 0.0225, 1.1366, -0.2366, -0.3510, 0.0000, -0.0564, -0.0686, -0.0255, -0.3858, -0.2249, 0.0948, 0.1086, 0.1053, 0.1142


Record 2
This record from the Open Molecules 2025 dataset describes a molecular structure, C4H11BClF4HoPt in a non-equilibrium geometry. The level of theory is ωB97M-V/def2-TZVPD.

Properties
HOMO-LUMO gap (spin up / spin down) = 6.932 / 6.798 eV
spin multiplicity = 9
energy = -2110.91528 hartree
strongest force on any atom = 0.0649 hartree/bohr

Element x y z (Å)
Ho  -0.523  1.805  -0.896
Cl  -1.948  3.745  -1.348
C  -2.042  0.058  -0.614
H  -1.903  -0.329  0.394
H  -2.470  -0.730  -1.246
H  -2.788  0.887  -0.565
Pt  0.162  -0.855  -1.764
C  1.754  0.505  -2.033
C  -1.025  0.300  -3.102
C  1.380  -2.112  -0.947
H  -1.872  -0.388  -3.199
H  -1.441  1.345  -3.001
H  -0.377  0.246  -3.987
H  2.528  0.397  -1.267
H  2.120  0.088  -2.982
H  1.539  1.582  -2.236
H  1.174  -3.198  -0.804
H  2.349  -1.741  -0.527
F  1.083  2.821  0.344
B  0.815  1.948  1.607
F  1.149  2.613  2.716
F  -0.660  1.763  1.457
F  1.382  0.732  1.376

Löwdin analysis output, partial charges in e: 1.1822, -0.1030, -0.2764, 0.0193, -0.0016, 0.0204, 0.9592, -0.3475, -0.3402, -0.2628, 0.0023, -0.0195, 0.0192, 0.0026, 0.0198, -0.0181, -0.0272, -0.0113, -0.0971, -1.1147, 0.2400, -0.0224, 0.1768


Record 3
This record from the Open Molecules 2025 dataset describes 3 unconnected molecules or ions with the total composition C3H13NO2S in a non-equilibrium geometry. The level of theory is ωB97M-V/def2-TZVPD.

Properties
HOMO-LUMO gap = 9.385 eV
energy = -725.46973 hartree
SMILES string = CNCCS.O.O
strongest force on any atom = 0.0679 hartree/bohr

Element x y z (Å)
C  1.331  -0.310  -1.774
N  0.010  -0.304  -1.148
C  -0.217  0.525  0.012
C  -1.565  0.144  0.654
S  -1.831  0.585  2.379
H  2.078  -0.282  -0.998
H  1.455  0.599  -2.343
H  1.500  -1.229  -2.420
H  -0.776  -0.235  -1.790
H  0.606  0.273  0.605
H  -0.285  1.564  -0.179
H  -2.239  0.760  0.064
H  -1.858  -0.876  0.571
H  -0.862  -0.306  2.943
O  1.463  2.478  0.862
H  1.100  2.359  1.737
H  1.236  3.356  0.774
O  -0.653  -3.275  -0.130
H  -0.491  -2.388  -0.469
H  -0.002  -3.437  0.651

Löwdin analysis output, partial charges in e: -0.1058, -0.1565, -0.3258, -0.5780, 0.6639, 0.0710, 0.0654, 0.0990, 0.1177, 0.0794, 0.0854, 0.0703, 0.0381, -0.0881, -0.0284, 0.0414, 0.0040, -0.1123, -0.0278, 0.0870


Record 4
This record from the Open Molecules 2025 dataset describes a molecular structure, C35H37ClOPPd in a non-equilibrium geometry. The level of theory is ωB97M-V/def2-TZVPD.

Properties
HOMO-LUMO gap (spin up / spin down) = 8.119 / 6.413 eV
spin multiplicity = 5
energy = -2360.18634 hartree
net charge = +1
strongest force on any atom = 0.1686 hartree/bohr

Element x y z (Å)
C  -0.749  -2.403  2.119
C  -0.601  -2.347  0.701
C  0.779  -2.516  0.411
H  -1.378  -2.237  -0.066
C  1.467  -2.670  1.654
C  0.519  -2.625  2.704
H  0.726  -2.741  3.769
H  -1.668  -2.391  2.674
H  1.175  -2.566  -0.605
H  2.516  -2.920  1.779
Pd  0.491  -0.873  1.622
Cl  2.141  0.495  -0.219
P  0.365  -0.458  -2.857
C  1.558  -1.604  -3.484
C  1.254  -2.436  -4.583
H  0.258  -2.407  -5.024
C  2.227  -3.286  -5.108
H  2.000  -3.907  -5.982
C  3.499  -3.356  -4.522
H  4.269  -4.007  -4.954
C  3.790  -2.605  -3.367
H  4.777  -2.698  -2.885
C  2.820  -1.745  -2.844
H  3.016  -1.169  -1.935
C  -1.329  -0.933  -3.166
C  -1.755  -2.284  -3.004
H  -1.056  -3.046  -2.639
C  -3.064  -2.651  -3.322
H  -3.376  -3.701  -3.240
C  -3.984  -1.682  -3.756
H  -4.995  -1.977  -4.045
C  -3.607  -0.333  -3.793
H  -4.342  0.429  -4.069
C  -2.305  0.046  -3.476
H  -2.020  1.098  -3.478
C  0.686  1.289  -3.200
C  1.226  1.651  -4.451
H  1.517  0.860  -5.148
C  1.362  3.001  -4.748
H  1.719  3.278  -5.727
C  1.064  3.984  -3.810
H  1.160  5.029  -4.063
C  0.659  3.626  -2.524
H  0.489  4.373  -1.749
C  0.461  2.284  -2.204
H  0.223  1.978  -1.177
C  2.915  0.553  3.459
C  2.197  1.884  3.752
C  2.275  2.862  2.565
C  0.765  1.659  4.248
C  0.535  1.472  5.597
C  -0.730  1.110  6.070
C  -1.814  0.930  5.195
C  -1.630  1.066  3.834
C  -2.707  0.777  2.788
C  -3.719  -0.271  3.240
C  -3.368  2.088  2.357
C  -0.363  1.601  3.336
O  -0.251  1.861  2.106
H  2.746  0.263  2.404
H  2.557  -0.241  4.128
H  3.995  0.673  3.601
H  2.716  2.357  4.599
H  2.050  2.318  1.635
H  1.560  3.676  2.704
H  3.290  3.274  2.494
H  1.383  1.608  6.279
H  -0.875  0.937  7.130
H  -2.813  0.677  5.581
H  -2.198  0.372  1.892
H  -4.341  0.107  4.065
H  -4.374  -0.520  2.405
H  -3.213  -1.195  3.554
H  -2.596  2.770  1.978
H  -4.111  1.923  1.577
H  -3.868  2.560  3.218

Löwdin analysis output, partial charges in e: -0.1920, -0.1757, -0.2111, 0.1141, -0.1823, -0.1640, 0.1306, 0.0989, 0.0934, 0.1300, 0.9657, 0.0199, 1.1828, -0.3702, -0.0824, 0.1073, -0.0643, 0.1163, -0.0518, 0.1168, -0.0550, 0.1205, -0.0959, 0.0234, -0.3432, -0.1056, 0.1116, -0.0655, 0.1179, -0.0518, 0.1161, -0.0606, 0.1182, -0.0641, 0.1088, -0.3761, -0.0708, 0.1125, -0.0710, 0.1083, -0.0557, 0.1110, -0.0591, 0.1162, -0.1335, 0.0568, -0.0679, -0.3557, -0.0781, -0.1067, -0.0232, -0.0249, -0.0162, -0.1128, -0.3916, -0.0727, -0.0499, -0.3200, -0.0006, -0.0013, 0.0744, 0.0895, 0.1315, -0.0059, 0.0848, 0.0874, 0.1281, 0.1133, 0.1222, 0.1139, 0.0842, 0.0830, 0.0651, 0.0793, 0.0812, 0.0946